Molecular formula: C8H13NO3Se
Method: DFT, ωB97M-V with the def2-TZVPD basis set

Structure (XYZ):
```
26
Properties=species:S:1:pos:R:3:nbo_charge:R:1
H -3.93626 -0.66455 1.41408 0.213
C -3.79276 0.07546 0.64712 -0.140
Se -0.67714 -0.46815 1.05543 0.822
C 1.95783 -1.63018 -0.36988 0.599
C 2.36561 0.62551 0.61165 -0.396
C -1.79962 0.90695 1.34995 -0.905
H 3.12489 1.38297 0.81084 0.220
H 1.71895 1.54138 -1.22752 0.215
C 3.01455 -0.60447 -0.02580 -0.517
H 0.80619 2.05469 0.19389 0.225
O 1.97640 -2.75780 0.04974 -0.519
H -1.74727 1.77587 0.70956 0.224
C 1.27518 1.19430 -0.29098 -0.434
H 3.73945 -1.05192 0.65621 0.235
N -3.18792 -0.33177 -0.49128 0.344
H 0.09397 -1.86258 -1.40630 0.261
O -2.42833 -1.33288 -0.39086 -0.568
C 0.23149 0.13692 -0.61665 -0.328
H 3.53150 -0.31170 -0.94279 0.220
H -0.56449 0.53711 -1.25185 0.256
H 1.92425 0.33810 1.57193 0.208
C 0.85702 -1.09449 -1.25896 -0.552
H 1.27862 -0.82590 -2.23072 0.237
H -4.45434 0.92127 0.57152 0.213
O -3.21271 0.36183 -1.51132 -0.365
H -2.09507 1.08403 2.37299 0.231
```

Properties
<S²>	2.02
HOMO level (alpha / beta)	-5.92 / -9.36	eV
gap between HOMO and LUMO (alpha / beta)	6.432 / 6.778	eV
2S+1	3
total charge	0

Molecular formula: C8H13NOS
Method: DFT, ωB97M-V with the def2-TZVPD basis set

Structure (XYZ):
```
24
Properties=species:S:1:pos:R:3:nbo_charge:R:1
H 2.03897 -2.01096 -1.39074 0.234
C 2.33502 -1.22185 -0.67946 -0.357
C 3.31349 -1.46401 0.23870 -0.359
H -1.17334 -0.19393 2.13345 0.205
H -0.97539 0.33373 -2.07184 0.194
C -0.59735 -0.40812 1.30533 -0.611
C -1.18218 0.35045 0.11269 -0.110
C 1.93870 0.13177 -0.81464 0.468
H 3.86221 -2.38968 0.43518 0.246
S 3.72221 0.22649 0.83318 0.594
O 0.81887 0.58741 -1.44743 -0.507
H -0.09671 2.15663 0.66545 0.229
H -2.64488 -1.07717 -0.52766 0.208
H -1.35508 2.49555 -0.43048 0.216
H -0.61335 -1.55721 1.17947 0.211
H -0.30021 -1.20686 -1.29285 0.175
C -0.41558 -0.05246 -1.21533 -0.044
C -1.12011 1.84600 0.42164 -0.613
H 0.43315 0.05062 1.63584 0.220
C -2.59056 -0.07354 -0.16095 -0.606
H -3.02404 0.57697 -0.96063 0.216
H -3.17028 -0.14664 0.84137 0.215
N 2.65589 0.96177 -0.11974 -0.634
H -1.85946 2.08502 1.30944 0.210
```

Properties
energy above the lowest of the compared OMol25 structures with the same formula, charge and spin	0.959	eV
HOMO level	-8.83	eV
gap between HOMO and LUMO	9.602	eV
total charge	0

Molecular formula: C8H13NP
Method: DFT, ωB97M-V with the def2-TZVPD basis set

Structure (XYZ):
```
23
Properties=species:S:1:pos:R:3:nbo_charge:R:1
H -0.01467 -2.88311 0.56841 0.228
H -3.34244 0.88829 2.00855 0.015
C 0.03634 -1.96468 -0.07831 -0.245
C -1.22148 -0.76757 1.58179 -0.931
C -0.66408 -0.76071 0.30197 0.054
H 1.06589 1.43455 0.74216 0.252
H -1.04044 -1.75534 2.07420 0.273
C -0.21347 0.16336 -1.78630 -0.216
N 2.37553 1.53740 -0.95688 -0.611
C 1.51018 2.05342 -0.04043 0.113
P -2.27108 0.07247 2.50824 0.901
H -1.68748 1.09596 3.36383 -0.051
H 2.89977 2.17968 -1.60462 0.446
C -0.52009 0.41937 -0.46593 -0.356
H -2.85577 -0.60961 3.56712 0.039
H 1.44207 3.09547 0.02528 0.215
H -0.51089 0.78640 -2.60692 0.227
C 0.43696 -0.95262 -2.16883 -0.281
H 0.75095 -1.08030 -3.23008 0.227
H 1.41765 -2.87168 -1.51631 0.239
H 2.61681 0.62623 -0.85924 0.425
C 0.65519 -2.07575 -1.28129 -0.170
H -0.86544 1.36879 -0.14640 0.206
```

Properties
energy above the lowest of the compared OMol25 structures with the same formula, charge and spin	3.221	eV
HOMO level (alpha / beta)	-10.40 / -10.40	eV
gap between HOMO and LUMO (alpha / beta)	5.295 / 5.295	eV
total charge	+1

Molecular formula: C8H14
Method: DFT, ωB97M-V with the def2-TZVPD basis set

Structure (XYZ):
```
22
Properties=species:S:1:pos:R:3:nbo_charge:R:1
C -3.53419 0.32941 0.38989 -0.432
C -0.07671 -1.13204 0.05202 -0.344
H -0.17861 -2.52413 -1.65557 0.209
H 3.24404 1.12324 0.94828 0.199
H -1.39674 0.09748 -1.25739 0.198
H 1.37029 -2.41834 -0.85397 0.208
H -3.79119 0.77802 -0.56264 0.188
H -0.43265 -1.94447 0.68577 0.229
C 1.18012 1.20629 0.27004 -0.464
H -4.08226 0.71309 1.24228 0.201
C 2.71690 1.41174 0.03859 -0.593
H 0.84956 -1.11995 -1.94411 0.200
H 2.95775 0.70073 -0.74982 0.203
C -2.29331 -0.10395 0.64073 -0.221
C 0.51430 -1.82166 -1.18522 -0.594
H 0.80949 1.56610 -0.69287 0.207
C 0.84446 -0.18262 0.70566 -0.083
H 0.77556 1.89756 1.00783 0.208
H 2.91510 2.43095 -0.24488 0.208
C -1.21367 -0.29938 -0.26194 -0.104
H -2.01237 -0.46688 1.63121 0.191
H 0.83414 -0.24121 1.79609 0.186
```

Properties
energy above the lowest of the compared OMol25 structures with the same formula, charge and spin	4.482	eV
HOMO level	-6.80	eV
gap between HOMO and LUMO	6.185	eV
total charge	0